{"formula": "C14H44O8", "method": "ωB97M-V with the def2-TZVPD basis set", "symbols": ["C", "C", "O", "H", "H", "H", "H", "H", "H", "C", "C", "C", "O", "H", "H", "H", "H", "H", "H", "H", "H", "C", "C", "C", "O", "H", "H", "H", "H", "H", "H", "H", "H", "C", "C", "C", "O", "H", "H", "H", "H", "H", "H", "H", "H", "C", "C", "C", "O", "H", "H", "H", "H", "H", "H", "H", "H", "O", "H", "H", "O", "H", "H", "O", "H", "H"], "positions_angstrom": [[-1.59853, 2.58571, -4.54663], [-0.41209, 1.73000, -4.95038], [-0.28871, 0.73650, -3.96084], [-1.79614, 3.26707, -5.37892], [-1.47943, 3.03868, -3.58941], [-2.40283, 1.85954, -4.46523], [0.58369, 2.23861, -5.00839], [-0.54220, 1.30457, -5.93369], [0.56184, 0.69528, -3.58196], [-2.19288, 1.08342, -0.77335], [-2.73718, 0.42647, 0.41776], [-4.23159, 0.69103, 0.63259], [-2.48368, -0.96343, 0.32897], [-2.31243, 2.19336, -0.80208], [-2.73345, 0.64999, -1.68346], [-1.14741, 0.88654, -0.79783], [-2.11680, 0.86626, 1.32621], [-4.34446, 1.71553, 0.92788], [-4.77140, 0.03542, 1.28333], [-4.73723, 0.61435, -0.35895], [-2.95094, -1.43761, 1.00210], [1.03067, 1.35885, 3.47742], [1.70661, 0.16735, 2.77139], [2.57731, -0.61870, 3.76015], [0.80298, -0.78463, 2.13706], [0.33812, 1.91974, 2.81100], [1.82373, 2.08732, 3.82485], [0.38722, 1.00380, 4.31737], [2.34869, 0.53135, 1.92358], [3.38810, 0.08024, 4.10502], [2.99248, -1.47671, 3.27361], [1.94506, -1.02361, 4.57582], [1.25667, -1.23445, 1.41512], [-1.54946, -2.17348, 4.52299], [-1.74298, -2.35451, 3.06131], [-0.72216, -3.42111, 2.44729], [-3.07459, -2.80055, 2.72889], [-2.42495, -1.69367, 5.00954], [-0.66929, -1.67418, 4.85943], [-1.60775, -3.19855, 4.87090], [-1.66593, -1.40279, 2.51784], [-0.89046, -3.30402, 1.36237], [-1.11977, -4.40266, 2.76795], [0.29595, -3.19759, 2.73431], [-3.24437, -3.64711, 3.21939], [2.40212, 1.94712, -1.12681], [3.39640, 2.18121, -2.26241], [4.50116, 1.13366, -2.25761], [2.59564, 2.20966, -3.46405], [1.71840, 1.12289, -1.32375], [1.88096, 2.83746, -0.90049], [2.98910, 1.61781, -0.30653], [3.96508, 3.14662, -2.22658], [5.14542, 1.41510, -3.10116], [4.17359, 0.07789, -2.39781], [4.97739, 1.29464, -1.30744], [3.01315, 2.77254, -4.17406], [2.62409, -1.15810, -0.13689], [1.94652, -1.49509, -0.71131], [3.29436, -1.84531, -0.12767], [-1.74531, -1.69955, -3.10292], [-2.28257, -1.32215, -2.43685], [-1.52464, -1.03883, -3.74196], [-0.08380, -2.21248, -1.15474], [-0.61040, -2.20201, -1.91470], [-0.42468, -1.74071, -0.40658]], "atomic_forces_ev_per_a": [[0.3, -0.8, -1.6], [1.6, 0.9, 0.8], [-1.8, -1.1, -0.4], [-0.3, 0.3, 0.4], [0.3, 0.6, 0.5], [-0.5, 0.2, 0.0], [-1.0, 0.2, 0.1], [-0.4, -0.4, -0.3], [1.7, 0.2, 0.4], [-1.0, 0.6, -2.2], [0.0, 0.4, 3.5], [0.3, 0.3, -1.9], [0.7, 0.3, -1.3], [-0.1, -0.9, 0.2], [0.9, 0.7, 0.9], [0.9, -0.3, -0.5], [-1.2, -0.9, -1.3], [-0.3, 0.6, 0.4], [0.1, -0.4, 0.7], [0.3, -0.1, 0.5], [-0.6, -0.5, 0.7], [-0.5, 0.1, -0.3], [0.7, -0.6, -1.1], [-0.2, 1.2, 0.3], [-0.7, 1.1, 1.0], [0.6, -0.4, 0.2], [-0.9, -0.9, -0.2], [0.7, 0.3, -0.3], [-0.4, 0.0, 0.9], [-0.7, -0.9, 0.1], [0.5, -0.4, -0.4], [0.4, 0.5, -0.1], [0.5, 0.3, 0.0], [-2.0, -0.6, 0.8], [0.9, -0.2, -1.7], [-2.3, 1.4, 0.0], [-0.1, -0.9, 1.0], [0.4, 0.1, -0.5], [0.8, 0.1, -0.1], [0.5, -0.3, 0.8], [0.3, -0.3, 0.2], [0.5, -0.4, 0.3], [0.6, 0.3, -0.1], [0.1, -0.2, 0.1], [0.2, 1.1, -0.7], [1.0, -0.3, -0.8], [-0.4, 0.1, -0.5], [-0.6, -0.1, -1.3], [0.7, 0.7, -1.2], [0.0, 0.1, -0.4], [-0.8, 0.9, 0.3], [0.3, -0.1, 1.2], [-0.8, -0.4, 0.5], [0.3, -0.4, 0.4], [0.0, 0.8, 0.3], [0.7, -0.4, 0.3], [-0.5, -1.0, 1.3], [0.6, 0.3, 0.6], [-1.0, -0.4, -0.8], [0.1, -0.1, 0.0], [0.3, -1.8, -0.8], [-0.9, 0.9, 1.0], [0.4, 1.1, -0.4], [3.4, -0.9, 2.1], [-1.8, 0.5, -1.8], [-1.1, 0.4, 0.1]], "mulliken_charge": [-1.008, -0.018, -0.307, 0.378, 0.241, 0.232, 0.095, 0.263, 0.172, -1.104, 1.358, -1.519, -0.460, 0.417, 0.091, 0.082, -0.220, 0.410, 0.426, 0.321, 0.205, -1.297, 1.061, -1.290, -0.139, 0.303, 0.373, 0.265, -0.326, 0.380, 0.383, 0.213, 0.097, -1.465, 1.372, -0.915, -0.661, 0.336, 0.235, 0.377, -0.387, 0.140, 0.459, 0.192, 0.375, -0.833, 0.351, -1.265, -0.473, -0.018, 0.406, 0.272, 0.258, 0.399, 0.180, 0.394, 0.295, -0.506, 0.271, 0.233, -0.788, 0.298, 0.351, -0.686, 0.504, 0.222], "spin_multiplicity": 1, "energy_ha": -1161.669943, "max_force_ha_per_bohr": 0.080, "homo_lumo_gap_ha": 0.383, "lumo_energy_ev": 0.6, "e_homo_ev": -9.8, "smiles": "CC(C)O.CC(C)O.CC(C)O.CC(C)O.CCO.O.O.O"}